Record 1
Formula: CH7N6
Source: the OMol25 dataset
Level of theory: ωB97M-V/def2-TZVPD

Last column: Löwdin charge in e.
Element x y z (Å)
1 N 0.846 -1.737 -0.455  -0.07
2 N 0.971 1.467 -0.650  0.19
3 N -2.263 0.732 0.103  0.08
4 N -1.635 0.073 1.139  0.05
5 N -1.416 1.257 -0.667  0.11
6 N -0.303 0.228 0.946  0.09
7 C -0.154 0.984 -0.154  -0.41
8 H 0.478 -1.511 -1.444  0.05
9 H -2.054 -0.010 2.077  0.19
10 H 0.965 2.103 -1.525  0.19
11 H 1.877 1.058 -0.370  0.14
12 H 0.369 -0.075 1.727  0.23
13 H 1.942 -1.892 -0.577  0.08
14 H 0.376 -2.677 -0.151  0.07

The energy above the lowest of the compared OMol25 structures with the same formula, charge and spin is 219.2 kJ/mol. The electronic energy comes out at -10082.1313 eV. Its total charge is +1. The calculation puts the HOMO-LUMO gap at 9.74 eV. The calculation puts the HOMO energy at -14.11 eV.



Record 2
Formula: CH7N6
Source: the OMol25 dataset
Level of theory: ωB97M-V/def2-TZVPD

Last column: Löwdin charge in e.
Element x y z (Å)
1 N 0.620 -2.610 1.749  0.11
2 N 1.709 -1.851 0.071  0.05
3 N 1.561 -2.815 0.938  0.03
4 N -0.229 0.946 -1.274  0.08
5 N -0.777 -0.813 2.229  0.19
6 N 0.757 -0.797 0.418  0.12
7 C 0.173 -1.336 1.461  -0.45
8 H 0.316 -0.038 -0.486  0.10
9 H -1.105 -1.391 3.055  0.17
10 H -0.468 0.504 -2.294  0.18
11 H -1.164 0.062 1.938  0.11
12 H -1.154 1.160 -0.882  0.09
13 H 2.550 -1.829 -0.449  0.15
14 H 0.402 1.706 -1.505  0.09

The energy above the lowest of the compared OMol25 structures with the same formula, charge and spin is 148.8 kJ/mol. The electronic energy comes out at -10082.8604 eV. Its total charge is +1. The calculation puts the HOMO-LUMO gap at 10.66 eV. The calculation puts the HOMO energy at -14.10 eV.